Entry 1:
Computed, not measured: a structure of composition C23H25FeN7O3S3 at a distorted geometry, with ωB97M-V/def2-TZVPD.

Geometry as ORCA input:
```
! RIJCOSX wB97M-V def2-TZVPD def2/J DEFGRID3
* xyz 0 1
Fe -0.284 0.017 0.367
C -0.222 -2.104 -3.427
C -0.557 -1.511 -2.096
N 0.294 -1.310 -1.148
N 1.578 -1.660 -1.405
C 2.421 -1.304 -0.461
N 3.710 -1.668 -0.673
S 2.044 -0.499 1.003
C -1.928 -1.091 -1.802
C -2.975 -1.277 -2.701
C -4.251 -0.884 -2.343
C -4.455 -0.329 -1.090
C -3.362 -0.173 -0.257
N -2.126 -0.533 -0.597
H 0.848 -2.260 -3.497
H -0.542 -1.437 -4.231
H -0.730 -3.061 -3.568
H 3.952 -2.016 -1.585
H 4.421 -1.250 -0.102
H -2.786 -1.724 -3.665
H -5.076 -1.015 -3.031
H -5.434 -0.013 -0.760
H -3.483 0.253 0.729
O -1.344 5.260 -0.697
C -0.494 4.875 -1.666
C -0.106 5.838 -2.599
C 0.756 5.511 -3.625
C 1.254 4.216 -3.747
C 0.876 3.262 -2.823
C 0.005 3.566 -1.775
C -0.348 2.481 -0.823
O 0.120 1.323 -1.031
N -1.123 2.808 0.196
N -1.413 1.723 1.026
C -2.155 2.069 2.008
S -2.674 3.739 2.214
C -3.815 3.384 3.574
C -3.237 2.245 4.387
S -2.743 0.947 3.228
H -1.511 4.469 -0.132
H -0.503 6.838 -2.492
H 1.045 6.272 -4.340
H 1.931 3.961 -4.551
H 1.249 2.248 -2.883
H -4.791 3.117 3.170
H -3.912 4.292 4.170
H -3.971 1.815 5.068
H -2.364 2.567 4.954
C -0.778 -3.192 3.876
C -0.301 -1.918 4.131
C -0.275 -0.996 3.101
N -0.704 -1.283 1.867
C -1.160 -2.514 1.624
C -1.217 -3.496 2.597
H -0.801 -3.940 4.657
H 0.062 -1.636 5.109
H 0.102 0.008 3.245
H -1.476 -2.711 0.610
H -1.588 -4.479 2.346
O 1.083 2.114 2.249
H 1.940 1.795 1.936
H 0.918 2.934 1.769
*
```

- HOMO-LUMO gap (spin up / spin down) (eV) = 7.33 / 7.37
- electronic energy (Eh) = -3958.808508
- ΔE to the lowest compared entry with this formula, charge and spin (kcal/mol) = 16.42

Entry 2:
Computed, not measured: a structure of composition C23H25GeN7O2Pd at a distorted geometry, with ωB97M-V/def2-TZVPD.

Geometry as ORCA input:
```
! RIJCOSX wB97M-V def2-TZVPD def2/J DEFGRID3
* xyz 3 6
Pd -0.811 0.594 0.539
C -1.361 5.148 1.209
C -1.323 3.670 1.203
N -0.824 2.969 0.222
O -0.174 3.636 -0.773
C -1.890 2.895 2.294
C -2.620 3.509 3.425
N -1.678 1.600 2.228
O -2.053 0.685 2.971
H -0.592 5.566 0.565
H -1.263 5.553 2.211
H -2.327 5.487 0.827
H -0.016 3.033 -1.519
H -3.409 4.166 3.059
H -1.949 4.128 4.028
H -3.043 2.743 4.073
N -4.623 -2.196 1.077
N -4.086 -1.245 0.335
N -4.708 -0.667 -0.658
C -3.806 0.149 -1.168
N -2.659 0.051 -0.494
N -2.849 -0.850 0.461
H -5.622 -2.332 0.970
H -4.213 -2.336 1.989
H -3.979 0.801 -1.997
C -0.585 -4.315 1.574
C -0.427 -3.159 2.319
C 0.055 -2.006 1.709
C 0.405 -2.053 0.359
C 0.217 -3.198 -0.397
C -0.276 -4.340 0.224
Ge 1.226 -0.332 -0.436
C 1.184 -0.573 -2.469
C -0.095 -0.737 -2.979
C -0.265 -0.808 -4.355
C 0.843 -0.742 -5.181
C 2.114 -0.581 -4.662
C 2.295 -0.502 -3.283
C 3.205 -0.317 0.046
C 3.906 0.843 -0.240
C 5.203 0.978 0.236
C 5.780 -0.070 0.936
C 5.073 -1.227 1.213
C 3.774 -1.373 0.736
H -0.943 -5.219 2.053
H -0.659 -3.145 3.374
H 0.235 -1.116 2.321
H 0.471 -3.229 -1.448
H -0.409 -5.239 -0.362
H -0.957 -0.809 -2.323
H -1.261 -0.926 -4.761
H 0.713 -0.850 -6.252
H 2.979 -0.526 -5.307
H 3.292 -0.398 -2.885
H 3.459 1.651 -0.803
H 5.744 1.894 0.042
H 6.825 -0.001 1.226
H 5.517 -2.036 1.780
H 3.241 -2.297 0.918
*
```

- HOMO-LUMO gap (spin up / spin down) (eV) = 6.66 / 4.30
- electronic energy (Eh) = -3628.627188
- expectation value of S² = 8.83

Entry 3:
Computed, not measured: a structure of composition C23H25IrN2OS at a distorted geometry, with ωB97M-V/def2-TZVPD.

Geometry as ORCA input:
```
! RIJCOSX wB97M-V def2-TZVPD def2/J DEFGRID3
* xyz 1 6
C 1.289 1.115 2.730
C 0.200 0.212 2.647
C 0.508 -0.795 1.696
H -0.711 0.243 3.235
C 1.881 -0.592 1.231
C 2.390 0.565 1.962
H 2.412 -1.261 0.554
C -0.007 3.839 1.249
C -1.232 3.461 1.802
C -1.820 2.425 1.044
H -1.763 3.894 2.647
C -0.954 1.980 0.006
C 0.305 2.989 0.090
H -0.158 -1.620 1.403
H 3.420 0.895 1.984
H 1.297 1.998 3.386
H 0.742 3.346 -0.829
H -2.825 2.020 1.148
H 0.678 4.621 1.557
Ir 1.011 1.195 0.368
C -1.428 1.137 -1.198
C -1.362 2.132 -2.409
C -2.892 0.718 -1.166
H -2.120 2.937 -2.239
H -1.648 1.603 -3.329
H -0.391 2.640 -2.564
H -3.594 1.560 -1.079
H -2.995 -0.021 -0.356
H -3.016 0.180 -2.127
C -0.809 -0.259 -1.215
C 0.379 -0.152 -2.067
H -1.575 -1.081 -1.282
H -0.521 -0.556 -0.225
O 1.130 0.814 -1.526
N 0.800 -1.151 -2.867
C 1.380 -2.295 -2.107
H 1.056 -1.092 -3.870
C 0.514 -3.100 -1.149
C 1.189 -3.888 -0.194
H 2.285 -3.866 -0.219
C 0.524 -4.671 0.756
H 1.106 -5.247 1.483
C -0.876 -4.698 0.772
H -1.406 -5.301 1.512
C -1.574 -3.964 -0.190
H -2.675 -3.975 -0.195
C -0.884 -3.227 -1.179
H -1.489 -2.743 -1.953
H 2.120 -1.808 -1.474
H 1.952 -3.001 -2.712
S 3.606 4.744 3.373
C 3.366 3.855 2.045
N 3.187 3.243 1.041
*
```

- HOMO-LUMO gap (spin up / spin down) (eV) = 5.87 / 5.29
- electronic energy (Eh) = -1578.094294
- ΔE to the lowest compared entry with this formula, charge and spin (kcal/mol) = 8.06
- expectation value of S² = 8.82

Entry 4:
Computed, not measured: a structure of composition C23H25MnNO3S at a distorted geometry, with ωB97M-V/def2-TZVPD.

Geometry as ORCA input:
```
! RIJCOSX wB97M-V def2-TZVPD def2/J DEFGRID3
* xyz 0 2
Mn -0.110 0.471 0.148
C -0.020 -2.445 1.508
N 0.585 -1.116 1.658
C 0.472 -0.687 3.057
C 2.010 -1.186 1.281
C 2.151 -1.197 -0.214
C 3.180 -1.894 -0.839
C 3.283 -1.895 -2.221
C 2.353 -1.190 -2.978
C 1.339 -0.482 -2.348
C 1.216 -0.485 -0.961
H 0.466 -3.157 2.187
H 0.095 -2.788 0.483
H -1.083 -2.398 1.734
H 1.060 -1.342 3.711
H -0.573 -0.727 3.363
H 0.826 0.334 3.154
H 2.477 -2.076 1.723
H 2.508 -0.308 1.698
H 3.898 -2.442 -0.237
H 4.077 -2.447 -2.706
H 2.410 -1.199 -4.059
H 0.625 0.062 -2.954
C -3.796 -2.430 -0.547
C -2.731 -2.630 -1.417
C -1.615 -1.801 -1.372
C -1.532 -0.753 -0.462
C -2.632 -0.545 0.381
C -3.749 -1.372 0.350
H -4.658 -3.085 -0.576
H -2.760 -3.445 -2.130
H -0.800 -1.985 -2.062
H -2.633 0.292 1.078
H -4.579 -1.188 1.022
O -2.385 2.630 -7.649
C -2.894 1.790 -6.720
O -3.838 1.105 -6.988
C -2.229 1.784 -5.375
C -0.935 2.249 -5.162
C -0.399 2.271 -3.885
C -1.161 1.827 -2.806
S -0.579 2.117 -1.173
C -2.436 1.307 -3.024
C -2.964 1.292 -4.303
H -1.691 3.180 -7.270
H -0.314 2.585 -5.985
H 0.602 2.643 -3.712
H -3.009 0.933 -2.184
H -3.960 0.915 -4.491
C 0.202 2.996 1.824
O 0.221 1.633 1.485
H 1.218 3.401 1.803
H -0.197 3.123 2.834
H -0.406 3.601 1.144
*
```

- HOMO-LUMO gap (spin up / spin down) (eV) = 6.06 / 8.23
- electronic energy (Eh) = -2720.986292
- expectation value of S² = 1.11

Entry 5:
Computed, not measured: a structure of composition C23H25MoN5O4P, with ωB97M-V/def2-TZVPD.

Geometry as ORCA input:
```
! RIJCOSX wB97M-V def2-TZVPD def2/J DEFGRID3
* xyz 3 3
Mo -0.120 -0.718 -1.542
O 1.813 -1.265 -2.231
C 1.882 -0.843 -1.095
C 2.750 -0.534 -0.022
C 4.117 -0.825 0.046
C 4.796 -0.425 1.181
C 4.125 0.250 2.204
C 2.763 0.546 2.126
C 2.069 0.145 1.002
P 0.301 0.414 0.659
C -0.667 -0.354 1.958
C -0.943 0.345 3.136
C -1.599 -0.296 4.176
C -1.980 -1.625 4.048
C -1.714 -2.324 2.876
C -1.056 -1.691 1.834
C -0.012 2.173 0.663
C -1.337 2.616 0.761
C -1.618 3.970 0.716
C -0.581 4.888 0.567
C 0.732 4.454 0.465
C 1.022 3.096 0.509
H 4.620 -1.344 -0.759
H 5.853 -0.630 1.280
H 4.678 0.554 3.084
H 2.275 1.076 2.934
H -0.659 1.385 3.242
H -1.814 0.243 5.089
H -2.488 -2.120 4.865
H -2.016 -3.358 2.784
H -0.837 -2.256 0.931
H -2.145 1.912 0.933
H -2.638 4.317 0.823
H -0.801 5.947 0.545
H 1.535 5.171 0.357
H 2.050 2.770 0.417
N -2.351 -0.318 -1.321
N -2.723 0.850 -2.020
C -1.771 1.680 -2.517
N -2.158 2.767 -3.137
N -0.508 1.255 -2.297
N 0.587 2.111 -2.567
O 0.396 3.222 -2.981
O 1.640 1.640 -2.211
H -2.838 -1.112 -1.741
H -2.667 -0.250 -0.351
H -3.707 1.029 -2.156
H -3.137 2.988 -3.247
H -1.464 3.418 -3.481
C 0.445 -4.710 -0.945
C -0.250 -3.928 -1.987
C -0.713 -4.565 -3.229
O -0.477 -2.704 -1.794
H 0.882 -5.620 -1.349
H -0.316 -5.009 -0.212
H 1.189 -4.111 -0.421
H -1.327 -5.435 -2.971
H 0.164 -4.979 -3.740
H -1.251 -3.887 -3.883
*
```

- HOMO-LUMO gap (spin up / spin down) (eV) = 7.70 / 7.00
- electronic energy (Eh) = -1874.689433
- ΔE to the lowest compared entry with this formula, charge and spin (kcal/mol) = 0.00
- expectation value of S² = 2.03

Entry 6:
Computed, not measured: a cluster of 2 separate species, C23H25N2O2 in total at a distorted geometry, with ωB97M-V/def2-TZVPD.

Geometry as ORCA input:
```
! RIJCOSX wB97M-V def2-TZVPD def2/J DEFGRID3
* xyz 1 1
C -0.531 -1.197 2.562
N -0.097 0.195 2.519
C -1.123 1.227 2.503
N 1.172 0.539 2.882
C 2.195 0.070 2.300
H -1.350 -1.358 1.865
H 0.293 -1.856 2.294
H -0.864 -1.449 3.567
H -1.921 0.958 1.816
H -1.540 1.359 3.498
H -0.686 2.168 2.179
H 3.175 0.355 2.622
H 2.091 -0.527 1.419
C -5.920 5.183 5.139
O -6.174 3.796 5.107
C -5.110 2.979 5.470
C -5.322 1.593 5.410
C -4.314 0.711 5.672
C -3.011 1.158 5.994
C -1.972 0.200 6.117
C -0.569 0.375 6.209
C 0.229 -0.751 6.524
C 1.570 -0.634 6.746
C 2.207 0.610 6.649
O 3.575 0.713 7.010
C 3.891 1.116 8.340
C 4.377 0.197 9.275
C 4.639 0.581 10.571
C 4.432 1.890 10.961
C 3.963 2.816 10.047
C 3.694 2.434 8.754
C 1.451 1.717 6.228
C 0.107 1.602 6.000
C -2.838 2.551 6.163
C -3.848 3.433 5.894
H -6.846 5.706 4.893
H -5.601 5.486 6.138
H -5.161 5.442 4.399
H -6.301 1.238 5.136
H -4.499 -0.346 5.608
H -2.304 -0.825 6.134
H -0.246 -1.711 6.625
H 2.158 -1.489 7.030
H 4.525 -0.823 8.967
H 4.994 -0.144 11.286
H 4.617 2.185 11.981
H 3.797 3.836 10.353
H 3.328 3.148 8.038
H 1.950 2.660 6.091
H -0.431 2.448 5.611
H -1.914 2.924 6.563
H -3.678 4.488 6.013
*
```

- HOMO-LUMO gap (eV) = 4.55
- electronic energy (Eh) = -1151.055308
- ΔE to the lowest compared entry with this formula, charge and spin (kcal/mol) = 95.10

Entry 7:
Computed, not measured: a structure of composition C23H25N2OSZr at a distorted geometry, with ωB97M-V/def2-TZVPD.

Geometry as ORCA input:
```
! RIJCOSX wB97M-V def2-TZVPD def2/J DEFGRID3
* xyz 1 1
C 1.995 0.017 2.765
C 2.113 -0.720 1.542
C 1.826 0.166 0.459
H 2.486 -1.740 1.431
C 1.534 1.461 1.016
C 1.646 1.368 2.439
H 1.400 2.380 0.449
C -1.310 -1.866 3.294
C -0.083 -2.366 2.768
C -0.194 -2.420 1.336
H 0.753 -2.748 3.351
C -1.499 -1.928 0.993
C -2.193 -1.590 2.213
H 1.963 -0.051 -0.600
H 1.588 2.215 3.121
H 2.198 -0.365 3.764
H -3.236 -1.269 2.276
H 0.509 -2.871 0.635
H -1.576 -1.786 4.345
Zr -0.229 -0.045 1.813
C -1.940 -1.468 -0.379
C -3.464 -1.624 -0.471
C -1.274 -2.283 -1.490
H -3.724 -2.645 -0.149
H -3.803 -1.492 -1.504
H -3.986 -0.905 0.169
H -1.478 -3.351 -1.315
H -0.186 -2.134 -1.533
H -1.704 -1.994 -2.459
C -1.427 0.020 -0.422
C -2.195 1.001 -1.301
H -0.362 0.041 -0.735
H -1.643 0.525 0.604
O -3.369 1.208 -1.030
N -1.463 1.662 -2.279
C -0.286 2.465 -1.874
H -2.087 2.179 -2.894
C 1.008 1.906 -2.413
C 2.208 2.590 -2.172
H 2.169 3.560 -1.667
C 3.429 2.019 -2.540
H 4.359 2.541 -2.301
C 3.451 0.783 -3.198
H 4.406 0.333 -3.468
C 2.250 0.147 -3.527
H 2.250 -0.794 -4.082
C 1.025 0.713 -3.143
H 0.074 0.239 -3.402
H -0.214 2.540 -0.771
H -0.421 3.494 -2.239
S -1.227 1.474 3.684
C -0.339 0.893 4.977
N 0.274 0.514 5.917
*
```

- HOMO-LUMO gap (eV) = 7.01
- electronic energy (Eh) = -1521.220623
- ΔE to the lowest compared entry with this formula, charge and spin (kcal/mol) = 1.32

Entry 8:
Computed, not measured: an isolated molecule of C23H25N3O5, with ωB97M-V/def2-TZVPD.

Geometry as ORCA input:
```
! RIJCOSX wB97M-V def2-TZVPD def2/J DEFGRID3
* xyz 0 1
C 4.391 1.813 -1.211
C 3.133 1.581 -2.041
O 1.967 2.098 -1.429
C 1.427 1.456 -0.358
C 1.815 0.218 0.119
C 1.160 -0.361 1.210
C 0.097 0.310 1.807
C -0.299 1.549 1.338
C 0.363 2.139 0.273
O 0.068 3.368 -0.254
C -0.907 4.151 0.389
C -2.348 3.656 0.176
O -3.229 3.920 0.964
N -2.472 2.953 -0.972
C -3.605 2.351 -1.529
C -3.440 1.650 -2.721
C -4.515 1.036 -3.341
C -5.771 1.129 -2.750
C -5.937 1.822 -1.565
C -4.864 2.437 -0.946
H -4.993 2.978 -0.024
H -6.916 1.888 -1.115
H -6.618 0.655 -3.225
C -4.340 0.282 -4.625
H -4.980 0.702 -5.400
H -4.622 -0.762 -4.491
H -3.309 0.321 -4.965
H -2.456 1.587 -3.166
H -1.615 2.831 -1.502
H -0.718 4.247 1.464
H -0.825 5.145 -0.064
H -1.131 2.047 1.810
H -0.408 -0.152 2.638
C 1.551 -1.642 1.752
N 0.914 -2.230 2.769
C 1.528 -3.383 3.031
C 2.607 -3.553 2.150
N 2.575 -2.418 1.358
O 3.473 -2.176 0.354
H 4.079 -2.982 0.379
C 3.613 -4.554 1.947
O 4.468 -4.426 1.064
C 3.597 -5.760 2.841
H 4.418 -6.418 2.565
H 3.706 -5.459 3.880
H 2.654 -6.292 2.736
C 1.040 -4.264 4.121
H 0.753 -5.241 3.735
H 0.174 -3.793 4.577
H 1.808 -4.408 4.879
H 2.625 -0.315 -0.347
H 3.203 2.132 -2.983
H 3.010 0.516 -2.272
H 5.261 1.469 -1.763
H 4.340 1.276 -0.267
H 4.502 2.874 -1.000
*
```

- HOMO-LUMO gap (eV) = 8.03
- SMILES string = CCOc1cc(-c2nc(C)c(C(C)=O)n2O)ccc1OCC(=O)Nc1cccc(C)c1
- electronic energy (Eh) = -1431.898072
- ΔE to the lowest compared entry with this formula, charge and spin (kcal/mol) = 60.84

Repeat the eighth record exactly.
Computed, not measured: an isolated molecule of C23H25N3O5, with ωB97M-V/def2-TZVPD.

Geometry as ORCA input:
```
! RIJCOSX wB97M-V def2-TZVPD def2/J DEFGRID3
* xyz 0 1
C 4.391 1.813 -1.211
C 3.133 1.581 -2.041
O 1.967 2.098 -1.429
C 1.427 1.456 -0.358
C 1.815 0.218 0.119
C 1.160 -0.361 1.210
C 0.097 0.310 1.807
C -0.299 1.549 1.338
C 0.363 2.139 0.273
O 0.068 3.368 -0.254
C -0.907 4.151 0.389
C -2.348 3.656 0.176
O -3.229 3.920 0.964
N -2.472 2.953 -0.972
C -3.605 2.351 -1.529
C -3.440 1.650 -2.721
C -4.515 1.036 -3.341
C -5.771 1.129 -2.750
C -5.937 1.822 -1.565
C -4.864 2.437 -0.946
H -4.993 2.978 -0.024
H -6.916 1.888 -1.115
H -6.618 0.655 -3.225
C -4.340 0.282 -4.625
H -4.980 0.702 -5.400
H -4.622 -0.762 -4.491
H -3.309 0.321 -4.965
H -2.456 1.587 -3.166
H -1.615 2.831 -1.502
H -0.718 4.247 1.464
H -0.825 5.145 -0.064
H -1.131 2.047 1.810
H -0.408 -0.152 2.638
C 1.551 -1.642 1.752
N 0.914 -2.230 2.769
C 1.528 -3.383 3.031
C 2.607 -3.553 2.150
N 2.575 -2.418 1.358
O 3.473 -2.176 0.354
H 4.079 -2.982 0.379
C 3.613 -4.554 1.947
O 4.468 -4.426 1.064
C 3.597 -5.760 2.841
H 4.418 -6.418 2.565
H 3.706 -5.459 3.880
H 2.654 -6.292 2.736
C 1.040 -4.264 4.121
H 0.753 -5.241 3.735
H 0.174 -3.793 4.577
H 1.808 -4.408 4.879
H 2.625 -0.315 -0.347
H 3.203 2.132 -2.983
H 3.010 0.516 -2.272
H 5.261 1.469 -1.763
H 4.340 1.276 -0.267
H 4.502 2.874 -1.000
*
```

- HOMO-LUMO gap (eV) = 8.03
- SMILES string = CCOc1cc(-c2nc(C)c(C(C)=O)n2O)ccc1OCC(=O)Nc1cccc(C)c1
- electronic energy (Eh) = -1431.898072
- ΔE to the lowest compared entry with this formula, charge and spin (kcal/mol) = 60.84

electronic energy of number 8 (C23H25N3O5)?
-1431.898072 Eh

What is the electronic energy in the fifth record?
-1874.689433 Eh

What is the formula in the third record?
C23H25IrN2OS